(1)
Density functional theory data (ωB97M-V/def2-TZVPD) for a 2-piece molecular cluster, C32H49F9N3O8 overall.

Results
Net charge: +1
Frontier orbital gap (Eh): 0.3124

Cartesian coordinates (Å):
C: 5.54125 3.52781 0.42057
C: 4.48462 2.45713 0.12652
C: 3.59469 2.25400 1.35132
C: 2.34193 1.34728 1.30204
C: 1.76136 1.33031 2.74731
C: 1.08223 0.05724 3.22850
O: 2.08511 -0.78130 3.79502
C: 1.58373 -1.96557 4.37023
C: 1.37712 -3.05849 3.33203
F: 0.40638 -2.68420 2.43887
F: 2.51463 -3.25389 2.63667
C: 0.92181 -4.40404 3.94802
F: 0.08390 -4.15537 4.98800
F: 2.00702 -5.02686 4.43296
C: 0.19582 -5.35256 2.95164
F: 0.26883 -6.58467 3.48360
F: 0.85791 -5.35427 1.78472
C: -1.31296 -4.99189 2.73184
F: -2.05679 -6.10511 2.84308
F: -1.46966 -4.49379 1.48242
C: 2.76375 -0.05011 0.83525
O: 1.75714 -0.91043 0.32181
C: 0.58479 -0.33735 -0.20851
N: -0.04617 -1.28565 -1.07214
C: 0.80578 1.05562 -0.83851
C: 1.82049 1.16669 -1.96570
C: 1.73981 0.15174 -3.08833
C: 2.26508 -1.12830 -2.93360
C: 2.21940 -2.03106 -3.98964
C: 1.67073 -1.65954 -5.21062
C: 1.16603 -0.37295 -5.39937
C: 0.60641 0.04359 -6.73515
C: 1.20533 0.51632 -4.32503
O: -0.46859 1.58253 -1.03380
C: -0.91692 2.12548 -2.27414
C: -2.29374 2.69773 -2.00257
O: -2.21805 3.55346 -0.88533
C: -3.49132 3.87302 -0.34010
C: -4.38250 4.67418 -1.27391
N: 1.20537 1.89857 0.40712
C: 1.25389 3.36925 0.10994
O: 1.93089 3.79774 -0.74523
N: 0.41512 4.13642 0.92825
C: 1.05889 5.00844 1.83039
O: 1.91562 5.77184 1.58639
F: 0.52088 4.83680 3.06410
H: 6.13018 3.24973 1.29560
H: 6.21709 3.61445 -0.42898
H: 5.07439 4.49839 0.58857
H: 3.94589 2.74256 -0.76956
H: 5.01752 1.52931 -0.09692
H: 4.22298 1.76793 2.10391
H: 3.32035 3.21658 1.80008
H: 1.06315 2.16252 2.89211
H: 2.57567 1.53634 3.44334
H: 0.56872 -0.48554 2.43744
H: 0.33896 0.30708 3.99494
H: 0.65565 -1.79008 4.91952
H: 2.32735 -2.32300 5.08451
H: -1.67206 -4.24584 3.43900
H: 3.20900 -0.55522 1.69333
H: 3.54971 0.03346 0.08235
H: -0.10809 -0.12521 0.62865
H: -0.29977 -0.90306 -1.97287
H: -0.89483 -1.63390 -0.64276
H: 2.80670 1.05943 -1.51583
H: 1.81312 2.16860 -2.38754
H: 2.69477 -1.44377 -1.99184
H: 2.61684 -3.02837 -3.85922
H: 1.64014 -2.36396 -6.03370
H: 0.59028 1.13022 -6.82081
H: 1.26079 -0.31684 -7.52991
H: -0.39496 -0.35237 -6.89529
H: 0.83188 1.52451 -4.47158
H: -1.01410 1.32990 -3.01467
H: -0.25324 2.91265 -2.63611
H: -2.63309 3.22149 -2.90256
H: -3.00352 1.88045 -1.81425
H: -4.00495 2.95592 -0.02596
H: -3.28577 4.45717 0.55825
H: -4.86907 4.04857 -2.02299
H: -3.82996 5.48093 -1.75333
H: -5.18382 5.12433 -0.68471
H: 0.35464 1.76869 0.95723
H: -0.36604 3.63942 1.33900
C: -4.62658 -1.98023 -1.59865
O: -3.59803 -1.81218 -0.63454
C: -4.06696 -1.35716 0.62421
C: -4.16837 -2.48182 1.63205
O: -5.14519 -3.43161 1.26782
C: -4.61255 -4.61177 0.68590
H: -4.20385 -2.53865 -2.43148
H: -5.47058 -2.53683 -1.18812
H: -4.97876 -1.00935 -1.96416
H: -5.03562 -0.85990 0.51588
H: -3.34713 -0.61716 0.99655
H: -4.45976 -2.05815 2.59930
H: -3.18990 -2.96201 1.75124
H: -4.12824 -5.23447 1.44482
H: -3.89214 -4.38300 -0.10282
H: -5.44591 -5.16503 0.25860

=====

(2)
Density functional theory data (ωB97M-V/def2-TZVPD) for C32H49N3NiO5STe as an isolated structure.

Results
Net charge: +1
Frontier orbital gap (spin up / spin down) (Eh): 0.2645 / 0.2268
<S²>: 3.77
Energy above the lowest of the compared OMol25 structures with the same formula, charge and spin (eV): 0.0000
2S+1: 4

Cartesian coordinates (Å):
Ni: -0.29664 0.80800 1.12640
C: 2.88737 5.05649 0.46358
N: 1.55996 4.45451 0.43627
C: 0.43236 5.37849 0.36878
C: 1.34335 3.14280 0.47781
O: 0.21068 2.65584 0.36996
C: 2.54861 2.22043 0.59777
O: 2.14508 0.95398 1.07323
C: 2.57300 0.61113 2.37668
C: 1.56440 1.08154 3.41911
O: 0.46615 1.51497 3.03965
N: 1.88860 0.96879 4.70651
C: 0.89875 1.25880 5.73738
C: 3.14088 0.41025 5.19082
H: 2.82890 6.03356 -0.00918
H: 3.24208 5.19981 1.48715
H: 3.61043 4.46305 -0.09142
H: 0.35045 5.81137 -0.62925
H: -0.48252 4.84553 0.60543
H: 0.58739 6.18085 1.08926
H: 2.94233 2.07285 -0.41292
H: 3.33236 2.64545 1.22449
H: 2.61501 -0.48176 2.40966
H: 3.56946 1.01373 2.56680
H: -0.01553 1.60777 5.27127
H: 0.68960 0.35651 6.31476
H: 1.27624 2.02565 6.41449
H: 3.95436 0.57118 4.48815
H: 3.39991 0.89847 6.12830
H: 3.04816 -0.66248 5.37617
O: -2.29711 1.15887 1.34575
S: -3.51881 0.48318 1.91045
C: -4.36018 1.78483 2.90103
C: -5.72996 2.01493 2.27716
C: -5.53719 1.86913 0.77080
C: -4.77546 0.56673 0.58127
H: -3.71183 2.65779 2.82752
H: -4.41241 1.45310 3.93653
H: -6.12879 2.99347 2.54311
H: -6.43209 1.25829 2.63444
H: -4.94448 2.70294 0.38802
H: -6.49044 1.86217 0.24305
H: -4.23448 0.48894 -0.35979
H: -5.42291 -0.30306 0.70767
C: -0.44721 -1.54017 3.77487
C: 0.32950 -1.67427 2.47432
O: 1.34932 -2.38966 2.42443
N: -0.19539 -1.04269 1.41874
Te: 0.91028 -1.74120 -0.34065
C: 1.79424 -2.86585 -2.17650
C: 3.08829 -2.55133 -2.59014
C: 3.96704 -1.51338 -1.92871
C: 3.60600 -3.22176 -3.69955
C: 2.88817 -4.20091 -4.36653
C: 3.46896 -4.92740 -5.54841
C: 1.61872 -4.52184 -3.89585
C: 1.06231 -3.88037 -2.79788
C: -0.30353 -4.29038 -2.31550
C: -0.68886 -0.93317 -1.50653
C: -0.42823 0.08442 -2.43962
C: 0.93960 0.68604 -2.63190
C: -1.45897 0.54297 -3.25623
C: -2.72954 -0.00410 -3.20162
C: -3.83475 0.47503 -4.10171
C: -2.96928 -1.01539 -2.27866
C: -1.98280 -1.48131 -1.41652
C: -2.36769 -2.56940 -0.44845
H: -1.24339 -2.28536 3.75757
H: -0.89554 -0.54994 3.84469
H: 0.19692 -1.74286 4.62939
H: 3.62068 -1.27976 -0.92704
H: 3.97737 -0.59171 -2.51670
H: 4.99314 -1.87573 -1.86343
H: 4.60685 -2.97084 -4.03549
H: 4.44614 -4.52814 -5.81454
H: 2.81045 -4.83998 -6.41352
H: 3.58298 -5.99010 -5.32876
H: 1.05371 -5.30543 -4.38985
H: -0.59589 -5.24896 -2.74192
H: -1.05245 -3.54734 -2.59923
H: -0.30507 -4.37780 -1.22923
H: 1.52538 0.63331 -1.71468
H: 0.86237 1.72724 -2.94917
H: 1.48607 0.13716 -3.40305
H: -1.24989 1.33137 -3.97172
H: -3.45592 1.12162 -4.89135
H: -4.57270 1.04242 -3.52881
H: -4.35499 -0.36656 -4.55955
H: -3.94969 -1.48263 -2.25273
H: -3.09463 -3.24440 -0.90181
H: -2.81682 -2.13371 0.44598
H: -1.50630 -3.14468 -0.12063

=====

(3)
Density functional theory data (ωB97M-V/def2-TZVPD) for C32H49N5OPbSbSe as an isolated structure.

Results
Net charge: -1
Frontier orbital gap (spin up / spin down) (Eh): 0.1178 / 0.1166
Energy above the lowest of the compared OMol25 structures with the same formula, charge and spin (eV): 0.0000

Cartesian coordinates (Å):
Pb: -0.02623 -0.21843 -0.74341
C: 1.54175 2.64154 -1.75125
C: 0.42402 2.99256 -0.81424
C: 0.01575 4.25220 -0.43580
C: -1.07234 4.07393 0.45897
C: -1.27246 2.71417 0.57408
C: -2.33569 1.99882 1.34573
N: -0.36107 2.04572 -0.19609
H: 2.00641 3.55871 -2.11546
H: 1.19284 2.07577 -2.62064
H: 2.31870 2.04337 -1.25949
H: 0.45073 5.18876 -0.75725
H: -1.64510 4.84517 0.95430
H: -2.71485 2.63728 2.14511
H: -1.95871 1.06791 1.77404
H: -3.17375 1.74554 0.69204
C: 3.63446 -0.44157 -3.11520
O: 2.85143 -1.63538 -3.15440
C: 1.58247 -1.52893 -3.53663
C: 0.85362 -2.82998 -3.41364
H: 3.52429 0.13338 -4.03156
H: 4.66350 -0.76683 -2.98990
H: 3.33525 0.17986 -2.26935
H: 1.36589 -3.57803 -4.01939
H: -0.17580 -2.72391 -3.74354
H: 0.87301 -3.15972 -2.37416
C: 0.12433 -3.98354 1.05438
C: -0.48839 -3.39277 2.32978
C: 0.39748 -2.30220 2.94208
C: -1.91694 -2.91738 2.11680
C: -2.89654 -3.50667 2.89739
C: -4.24745 -3.21391 2.75973
C: -4.62358 -2.32045 1.76688
C: -3.69392 -1.68400 0.96701
C: -4.15873 -0.77413 -0.14918
C: -4.67056 -1.61250 -1.32784
C: -5.22612 0.22536 0.30334
C: -2.27398 -1.91116 1.13057
N: -1.37563 -1.26828 0.39622
H: 1.14024 -4.34705 1.24405
H: 0.15511 -3.22780 0.27250
H: -0.48086 -4.82170 0.70028
H: -0.53598 -4.20906 3.05996
H: 0.36039 -1.40398 2.33037
H: 1.43648 -2.64247 3.01746
H: 0.04196 -2.04857 3.94331
H: -2.59214 -4.23639 3.64466
H: -4.98643 -3.69032 3.39336
H: -5.68202 -2.11878 1.62357
H: -3.27985 -0.21789 -0.48157
H: -5.54302 -2.19651 -1.02578
H: -3.89539 -2.30710 -1.65934
H: -4.95831 -0.97715 -2.17458
H: -6.16512 -0.28090 0.53966
H: -5.42957 0.96051 -0.48184
H: -4.89062 0.75515 1.19463
C: 3.09637 -0.05852 4.80501
C: 3.21659 1.33056 4.18485
Sb: 2.01292 1.50043 2.35264
C: 3.37661 0.23898 1.18615
C: 4.81280 0.73115 1.05839
C: 2.84108 3.41547 1.67767
C: 3.96032 4.01086 2.52431
H: 3.69951 -0.13931 5.71384
H: 3.43404 -0.83337 4.11330
H: 2.06025 -0.28137 5.06580
H: 4.25890 1.56580 3.96379
H: 2.84653 2.08867 4.87876
H: 2.91232 0.14780 0.20057
H: 3.34809 -0.75263 1.64122
H: 4.85108 1.73058 0.62068
H: 5.39623 0.06478 0.41473
H: 5.30867 0.76422 2.03061
H: 1.98854 4.09341 1.63174
H: 3.17285 3.26365 0.64807
H: 3.63296 4.17818 3.55186
H: 4.27643 4.97527 2.11510
H: 4.83636 3.36064 2.55436
Se: 1.86353 0.06914 -6.80864
N: 0.20581 0.57054 -6.58141
C: -0.58663 0.32291 -5.51927
C: -1.95392 0.64195 -5.66556
C: -2.82737 0.49303 -4.61441
C: -2.33101 0.05814 -3.39474
N: -1.04922 -0.25353 -3.21031
C: -0.18953 -0.16378 -4.22519
N: 1.12260 -0.42999 -3.96425
H: -2.28594 0.99448 -6.63306
H: -3.87915 0.71964 -4.72092
H: -2.97157 -0.05799 -2.52641

=====

(4)
Density functional theory data (ωB97M-V/def2-TZVPD) for a 6-piece molecular cluster, C32H49NO6S overall.

Results
Frontier orbital gap (Eh): 0.2956

Cartesian coordinates (Å):
O: 4.81644 -2.06250 2.06111
C: 4.70775 -0.78064 1.48938
C: 5.82866 -0.21648 0.71281
C: 5.74770 1.10375 0.07398
C: 4.52625 1.91698 0.18853
C: 3.42677 1.35404 0.95699
C: 3.47720 0.03504 1.61943
N: 2.36775 -0.50260 2.39731
C: 1.10053 -0.39807 1.70802
C: 0.21785 -1.58877 1.67601
C: -1.04788 -1.47585 0.93589
C: -1.46463 -0.26269 0.23980
C: -0.60960 0.91873 0.29252
C: 0.65434 0.83480 1.02883
S: 1.83319 2.23266 1.15607
H: 4.00102 -2.54457 1.82335
H: 6.74497 -0.85202 0.63129
H: 6.63174 1.45125 -0.51775
H: 4.41863 2.92660 -0.27550
H: 2.57676 -1.45814 2.68143
H: 0.51228 -2.54603 2.18133
H: -1.70414 -2.37808 0.88397
H: -2.42686 -0.21453 -0.32920
H: -0.82069 1.89321 -0.20544
C: -3.21653 -5.98272 -1.84405
C: -4.07521 -5.03450 -2.65610
C: -4.17739 -3.83361 -1.73222
O: -2.96502 -3.79520 -0.96856
C: -2.25736 -5.02929 -1.15841
H: -2.71011 -6.73580 -2.44239
H: -3.83281 -6.49466 -1.09754
H: -3.55141 -4.75568 -3.57561
H: -5.04763 -5.44562 -2.92930
H: -5.01298 -3.94023 -1.03193
H: -4.29735 -2.89431 -2.27616
H: -1.38547 -4.82296 -1.78866
H: -1.90870 -5.40468 -0.19394
C: 0.34965 -6.92110 -5.82393
C: 0.29708 -8.30287 -5.20087
C: -0.41792 -8.02911 -3.89000
O: -1.30086 -6.92308 -4.12313
C: -0.97899 -6.32997 -5.38866
H: 0.47611 -6.93150 -6.90679
H: 1.17422 -6.34879 -5.38877
H: -0.30715 -8.96825 -5.82452
H: 1.27674 -8.76127 -5.06368
H: 0.28799 -7.73633 -3.10537
H: -0.99234 -8.88827 -3.53791
H: -1.77754 -6.58707 -6.09290
H: -0.94230 -5.24383 -5.28586
C: -1.19557 5.98427 2.23260
C: -2.59597 5.70232 1.72377
C: -2.38902 4.43295 0.91961
O: -1.30974 3.72102 1.54116
C: -0.66762 4.58391 2.48832
H: -1.16893 6.61785 3.11977
H: -0.60638 6.46910 1.44827
H: -3.26447 5.50537 2.56788
H: -3.02085 6.51402 1.13432
H: -2.09404 4.65982 -0.11085
H: -3.27938 3.80067 0.89560
H: -0.93323 4.23670 3.49267
H: 0.41519 4.51541 2.37187
C: -3.69051 7.37537 -3.52431
C: -4.71650 8.16142 -2.73095
C: -4.48936 7.64164 -1.32288
O: -3.10252 7.28913 -1.23026
C: -2.53275 7.29423 -2.54598
H: -3.41556 7.84119 -4.47098
H: -4.07320 6.37233 -3.73508
H: -4.48305 9.22918 -2.77761
H: -5.74118 8.02153 -3.07631
H: -5.07949 6.73863 -1.13226
H: -4.73053 8.38245 -0.55800
H: -1.88254 8.17192 -2.62703
H: -1.92587 6.39775 -2.68621
C: 5.48302 0.23254 4.96086
C: 5.41216 -1.14913 5.58148
C: 4.69033 -0.86907 6.88824
O: 3.82190 0.24486 6.65052
C: 4.15781 0.83737 5.38717
H: 5.61713 0.22184 3.87890
H: 6.31079 0.79589 5.40292
H: 4.80571 -1.80740 4.95226
H: 6.38634 -1.61803 5.72484
H: 5.39416 -0.58449 7.67827
H: 4.10429 -1.72253 7.23578
H: 3.36199 0.58957 4.67730
H: 4.20472 1.92300 5.49140

=====

Number 1: strongest force on any atom 1.23 eV/Å. Number 2: strongest force on any atom 1.13 eV/Å. Number 3: strongest force on any atom 1.28 eV/Å. Number 4: strongest force on any atom 3.09 eV/Å.